Record 1
Density functional theory data (ωB97M-V with the def2-TZVPD basis set) for a cluster of 12 separate species, C40H74BCl22F2NO5PSi in total at a distorted geometry.

Properties
Total charge   -1
Calculated total energy   -353180.486 eV
Max |F|   3.289 eV/A
Multiplicity   1
Kohn-Sham gap   5.21 eV

Each line ends with the Mulliken charge.
Positions of all 147 atoms, in Å:
C 7.7132 -2.6708 1.4669  -0.91
C 7.0995 -1.8082 0.5952  -0.51
C 5.5401 -1.6271 0.7897  0.86
O 5.0033 -0.3926 0.3149  -0.65
P 3.2796 -0.4543 0.3711  -0.13
B 3.0876 -0.1370 2.2893  0.61
O 1.7639 0.0465 2.8396  -0.34
O 4.1684 -0.0254 3.2315  -0.55
C 2.9794 -0.2866 -1.5413  1.02
F 4.0461 0.5260 -2.0508  -0.40
F 3.0660 -1.5127 -2.2490  -0.33
C 1.5988 0.4362 -1.8586  -0.99
C 0.5670 -0.4856 -2.6174  0.17
Si -0.3699 -1.7542 -1.5488  0.06
C -2.0521 -2.0650 -2.4451  -0.76
C 0.4848 -3.4723 -1.4988  -0.48
C -0.8265 -1.1645 0.1993  0.78
C -0.5728 -2.1099 1.3116  0.20
C -0.9287 -1.7840 2.6947  -0.65
C -1.5543 -0.4980 3.0498  -0.33
C -1.7558 0.4387 1.9462  -0.01
C -1.4079 0.1269 0.5542  -0.62
O 3.2467 -2.1955 0.4320  0.06
C 4.5450 -2.7385 0.1978  -0.34
N 4.7278 -4.1600 0.5528  0.25
C 5.6398 -4.8440 -0.3837  -0.37
C 3.4557 -4.8798 0.4144  0.77
C 2.5568 -5.2099 1.6652  -1.17
O 3.0450 -5.2894 -0.6517  -0.53
H 7.1753 -2.9294 2.4183  0.15
H 8.7072 -3.1635 1.2646  0.40
H 7.6863 -1.2397 -0.1633  0.34
H 5.4581 -1.8201 1.9075  -0.22
H 3.3197 1.0171 0.3061  -0.12
H 1.8347 -0.5662 0.4136  -0.30
H 1.6168 1.0085 2.7360  0.20
H 4.1381 -0.8456 3.7555  0.26
H 1.8803 1.2598 -2.5830  0.46
H 1.1730 0.9573 -0.9650  0.22
H -0.2024 0.2056 -3.0783  0.37
H 1.0469 -1.0106 -3.4879  -0.13
H -1.8280 -2.4291 -3.4893  0.08
H -2.6738 -1.1376 -2.5383  0.25
H -2.6042 -2.8886 -1.9045  -0.02
H 0.3455 -3.9954 -2.4855  0.41
H -0.0138 -4.1406 -0.7377  0.29
H 1.5586 -3.3170 -1.2299  -0.29
H -0.1044 -3.1069 1.1568  -0.21
H -0.7330 -2.5235 3.5050  0.31
H -1.8433 -0.2821 4.1042  0.42
H -2.1990 1.4540 2.1521  -0.14
H -1.5928 0.8671 -0.2636  0.31
H 4.8114 -2.7150 -0.9102  0.07
H 6.6901 -4.4679 -0.3171  -0.22
H 5.6660 -5.9563 -0.2057  0.40
H 5.3475 -4.7129 -1.4694  0.29
H 1.4670 -5.1791 1.3979  0.21
H 2.8300 -4.5237 2.5027  0.21
H 2.7842 -6.2801 1.9419  0.41
Cl -3.4145 2.8655 3.0669  -0.21
C -5.1337 2.7933 2.6011  -0.36
C -6.0452 2.6361 3.7949  0.13
Cl -5.8787 1.0338 4.5635  -0.19
H -5.2561 1.9737 1.8922  0.43
H -5.3602 3.7269 2.0853  0.26
H -7.0894 2.7314 3.4786  -0.31
H -5.8487 3.3950 4.5512  0.25
Cl -3.1128 7.7357 5.2517  -0.22
C -3.2611 7.2035 3.5561  -0.27
C -4.6873 7.2634 3.0626  -0.37
Cl -5.7230 6.0434 3.8489  -0.09
H -2.8530 6.1955 3.4814  0.25
H -2.6368 7.8675 2.9615  0.26
H -4.7171 7.0603 1.9924  0.05
H -5.1304 8.2437 3.2344  0.39
Cl -6.6083 -3.0926 8.3840  -0.19
C -5.8155 -1.6544 9.0770  -0.41
C -5.4449 -0.6399 8.0193  -0.44
Cl -4.1359 -1.2176 6.9608  -0.14
H -4.9413 -1.9874 9.6354  0.32
H -6.5219 -1.2130 9.7811  0.30
H -5.0869 0.2747 8.4935  0.28
H -6.2986 -0.3852 7.3914  0.28
Cl -4.1719 -3.0724 -0.1962  -0.08
C -5.9454 -3.1443 -0.0753  -0.59
C -6.6241 -2.4848 -1.2544  -0.46
Cl -6.3972 -0.7166 -1.2605  -0.18
H -6.2394 -2.6811 0.8665  0.31
H -6.2179 -4.1999 -0.0351  0.29
H -7.6991 -2.6649 -1.2110  0.33
H -6.2511 -2.8760 -2.2005  0.32
Cl 1.6080 -1.8720 -8.5541  -0.23
C 2.2441 -2.0524 -6.8954  -0.43
C 1.3278 -2.8728 -6.0184  -0.30
Cl -0.1980 -2.0255 -5.6605  -0.18
H 2.4044 -1.0559 -6.4859  0.33
H 3.2131 -2.5447 -6.9808  0.33
H 1.8123 -3.0695 -5.0603  0.07
H 1.0825 -3.8297 -6.4784  0.44
Cl -8.8257 7.2122 2.8360  -0.13
C -10.2187 6.1147 3.0018  -0.49
C -9.8734 4.8637 3.7784  -0.49
Cl -8.7627 3.7985 2.8757  -0.20
H -10.5818 5.8761 2.0027  0.31
H -10.9982 6.6714 3.5233  0.32
H -10.7781 4.2860 3.9704  0.37
H -9.4113 5.1002 4.7365  0.30
Cl 4.9545 -4.3397 -12.0510  -0.19
C 3.2356 -4.4027 -12.5170  -0.42
C 2.3244 -4.5640 -11.3218  -0.26
Cl 2.4854 -6.1693 -10.5646  -0.19
H 3.1088 -5.2171 -13.2297  0.32
H 3.0120 -3.4652 -13.0274  0.29
H 1.2841 -4.4650 -11.6333  0.30
H 2.5241 -3.8098 -10.5602  0.15
Cl -3.2538 10.1085 1.7253  -0.17
C -3.4320 10.3001 -0.0385  -0.46
C -4.8793 10.2712 -0.4727  -0.40
Cl -5.6095 8.6576 -0.2732  -0.18
H -2.8527 9.5150 -0.5234  0.28
H -2.9872 11.2610 -0.2984  0.35
H -4.9528 10.5225 -1.5317  0.25
H -5.4811 10.9853 0.0887  0.34
Cl -3.8407 7.2184 -3.8828  -0.18
C -5.6178 7.1169 -3.8168  -0.23
C -6.2704 7.7352 -5.0313  -0.43
Cl -6.0744 9.5075 -5.0713  -0.19
H -5.9493 7.5966 -2.8964  0.11
H -5.8717 6.0578 -3.7591  0.31
H -7.3424 7.5362 -5.0166  0.29
H -5.8615 7.3295 -5.9561  0.33
Cl 8.5822 -6.9479 -2.4348  -0.17
C 10.1339 -6.4409 -1.7205  -0.40
C 10.0317 -6.2290 -0.2271  -0.64
Cl 9.0347 -4.8098 0.1852  -0.14
H 10.4611 -5.5357 -2.2312  0.30
H 10.8540 -7.2319 -1.9341  0.33
H 11.0236 -6.0506 0.1903  0.32
H 9.6041 -7.0985 0.2721  0.31
Cl 9.6200 -3.6592 4.6245  -0.16
C 10.3842 -2.1947 5.2872  -0.47
C 10.6293 -1.1507 4.2213  -0.36
Cl 11.8924 -1.6523 3.0676  -0.19
H 11.3100 -2.4892 5.7808  0.33
H 9.7062 -1.7986 6.0441  0.28
H 10.9726 -0.2243 4.6829  0.32
H 9.7222 -0.9344 3.6565  0.24

---

Record 2
Density functional theory data (ωB97M-V with the def2-TZVPD basis set) for a cluster of 12 separate species, C40H76BrF8O38P2S in total at a distorted geometry.

Properties
Total charge   -1
Calculated total energy   -241714.007 eV
Max |F|   3.256 eV/A
Multiplicity   1
Kohn-Sham gap   6.31 eV

Each line ends with the Mulliken charge.
Positions of all 166 atoms, in Å:
O -5.0687 2.2067 -0.5869  -0.49
C -5.5674 1.1977 -0.9741  0.05
O -5.5108 0.0625 -0.2443  -0.38
C -6.2381 1.1387 -2.2879  -0.49
C -7.2083 2.2971 -2.4495  -0.84
C -8.6721 2.0482 -2.2552  -1.36
P -9.1677 2.4375 -0.4604  -0.12
P -11.4404 2.5260 -0.9179  0.42
O -11.5087 2.1216 -2.4941  -0.50
Br -12.0043 4.7152 -0.9432  -0.35
C -9.5009 2.9734 1.4128  0.44
F -10.5403 2.4125 2.0150  -0.21
F -9.7578 4.2795 1.4374  -0.28
F -8.4382 2.8420 2.1633  -0.24
S -9.2168 0.1740 0.0951  1.11
O -8.3862 -0.5742 -0.7989  -0.58
O -8.6850 0.0477 1.4196  -0.75
C -10.8164 -0.8289 0.1807  0.12
F -11.7218 -0.3406 0.9865  -0.24
F -10.4181 -1.9546 0.7465  -0.27
C -11.4864 -1.2435 -1.1777  0.78
F -11.6991 -2.5449 -1.1863  -0.30
F -10.7622 -0.9602 -2.2189  -0.18
F -12.6715 -0.6917 -1.2855  -0.26
H -6.0455 0.1992 0.5421  0.33
H -6.6453 0.1801 -2.4820  0.24
H -5.4500 1.3178 -2.9793  0.53
H -6.9139 3.1248 -1.8440  0.54
H -7.1218 2.6204 -3.4586  0.51
H -9.0093 1.1043 -2.6270  0.57
H -9.1653 2.7871 -2.8388  0.66
H -7.7693 2.3790 -0.1025  -0.06
H -9.0897 3.8370 -0.7742  0.18
H -12.4229 1.9657 -2.7139  0.38
C 1.5849 4.1838 1.1760  -0.59
O 0.4272 4.6399 0.4797  -0.31
C -0.7103 3.9976 0.7848  0.71
O -0.8164 3.1178 1.5952  -0.55
O -1.6720 4.5393 0.0646  -0.24
C -3.0126 4.0351 0.2857  -0.54
H 2.4111 4.8049 0.8441  0.20
H 1.4639 4.3020 2.2501  0.27
H 1.7986 3.1449 0.9349  0.30
H -3.3209 4.2221 1.3111  0.30
H -3.0747 2.9835 0.0622  0.38
H -3.6666 4.5770 -0.3875  0.09
C -2.0854 -4.7591 0.9741  -0.62
O -3.0441 -4.0473 0.1954  -0.33
C -4.3014 -4.3984 0.4499  0.88
O -4.6315 -5.2440 1.2461  -0.63
O -5.1082 -3.6871 -0.3084  -0.30
C -6.4967 -3.9930 -0.1231  -0.65
H -1.1058 -4.3982 0.6778  0.22
H -2.2282 -4.5628 2.0339  0.31
H -2.1447 -5.8270 0.7745  0.25
H -6.8017 -3.7879 0.8988  0.33
H -6.7039 -5.0292 -0.3838  0.36
H -7.0535 -3.3423 -0.7883  0.14
C 4.5088 7.5530 3.3728  -0.64
O 5.6441 6.7768 3.7724  -0.29
C 5.7655 5.6192 3.1336  0.76
O 5.0220 5.2027 2.2862  -0.53
O 6.8477 5.0050 3.5936  -0.20
C 7.1148 3.7317 2.9960  -0.62
H 4.5343 8.4591 3.9676  0.20
H 4.5722 7.8103 2.3189  0.28
H 3.5862 7.0148 3.5732  0.30
H 7.2837 3.8365 1.9273  0.22
H 6.2969 3.0410 3.1833  0.34
H 8.0178 3.3599 3.4678  0.20
C -2.9930 6.7136 -3.1104  -0.59
O -4.1058 7.2328 -3.8433  -0.35
C -5.2623 6.6660 -3.5008  0.81
O -5.4034 5.8103 -2.6727  -0.52
O -6.2315 7.2086 -4.2319  -0.36
C -7.5315 6.6751 -3.9518  -0.55
H -2.1080 7.2340 -3.4606  0.26
H -3.1194 6.8958 -2.0465  0.25
H -2.8773 5.6488 -3.2950  0.29
H -7.8076 6.8565 -2.9167  0.30
H -7.5641 5.6097 -4.1641  0.21
H -8.2223 7.1953 -4.6066  0.23
C -7.4765 -11.3117 2.8625  -0.40
O -7.0759 -10.6267 1.6747  -0.36
C -6.1826 -9.6553 1.8702  0.79
O -5.7184 -9.3381 2.9350  -0.57
O -5.9023 -9.1120 0.7022  -0.37
C -4.9475 -8.0295 0.7536  -0.63
H -8.1966 -12.0617 2.5533  0.24
H -6.6287 -11.8034 3.3331  0.07
H -7.9480 -10.6255 3.5618  0.30
H -3.9958 -8.3916 1.1382  0.30
H -5.3174 -7.2267 1.3578  0.41
H -4.8153 -7.6860 -0.2666  0.26
C 5.7272 4.6657 -1.0665  -0.60
O 6.8251 4.4168 -1.9567  -0.26
C 7.5045 5.5106 -2.2792  0.63
O 7.2673 6.6204 -1.8889  -0.58
O 8.5015 5.1800 -3.1043  -0.16
C 9.2981 6.2982 -3.5097  -0.71
H 5.2514 3.7103 -0.8750  0.28
H 6.0805 5.0799 -0.1278  0.17
H 5.0064 5.3360 -1.5269  0.33
H 9.7629 6.7700 -2.6482  0.30
H 8.6963 7.0200 -4.0560  0.34
H 10.0695 5.9006 -4.1614  0.18
C 7.7795 2.7332 -4.6657  -0.52
O 7.3381 1.3884 -4.9141  -0.36
C 8.1253 0.4822 -4.3612  0.78
O 9.1023 0.7281 -3.6990  -0.61
O 7.6679 -0.7260 -4.6580  -0.35
C 8.4411 -1.8001 -4.1161  -0.63
H 7.0730 3.3900 -5.1625  0.29
H 7.7821 2.9467 -3.6106  0.31
H 8.7693 2.8894 -5.0897  0.26
H 8.4512 -1.7556 -3.0303  0.29
H 9.4573 -1.7731 -4.5023  0.29
H 7.9564 -2.7151 -4.4335  0.22
C 11.9545 2.3389 -3.5885  -0.35
O 12.0780 3.6989 -4.0381  -0.22
C 13.2705 4.2421 -3.8542  0.74
O 14.2285 3.7117 -3.3610  -0.55
O 13.2281 5.4948 -4.3131  -0.30
C 14.4569 6.2092 -4.1773  -0.65
H 10.9396 2.0282 -3.7981  -0.08
H 12.6448 1.6927 -4.1250  0.34
H 12.1322 2.2720 -2.5186  0.32
H 15.2493 5.7220 -4.7396  0.30
H 14.7391 6.2941 -3.1310  0.30
H 14.2817 7.1991 -4.5849  0.22
C 8.8689 6.5054 5.9596  -0.56
O 9.8377 6.2470 6.9836  -0.33
C 10.6739 5.2581 6.7023  0.78
O 10.6758 4.5947 5.7000  -0.55
O 11.5154 5.1223 7.7245  -0.33
C 12.4796 4.0823 7.5554  -0.63
H 8.2532 7.3260 6.3106  0.28
H 9.3568 6.7974 5.0337  0.30
H 8.2407 5.6364 5.7933  0.24
H 13.1068 4.2761 6.6890  0.29
H 11.9905 3.1169 7.4543  0.30
H 13.0910 4.0845 8.4512  0.22
C -4.0558 -12.0293 5.0840  -0.56
O -4.8808 -13.1935 4.9384  -0.22
C -4.4244 -14.2763 5.5511  0.75
O -3.4126 -14.3560 6.1934  -0.55
O -5.2852 -15.2688 5.3315  -0.31
C -4.9175 -16.5075 5.9382  -0.64
H -4.5495 -11.2316 4.5366  0.14
H -3.9709 -11.7479 6.1300  0.29
H -3.0710 -12.2021 4.6585  0.30
H -4.8640 -16.4058 7.0192  0.29
H -3.9657 -16.8595 5.5484  0.29
H -5.6969 -17.2166 5.6809  0.22
C 0.5002 -5.1021 -3.1138  -0.69
O 0.0669 -6.3090 -2.4766  -0.27
C 1.0439 -7.1312 -2.1274  0.78
O 2.2199 -6.9501 -2.2976  -0.55
O 0.4987 -8.1983 -1.5507  -0.28
C 1.4404 -9.1801 -1.1167  -0.66
H -0.3980 -4.5370 -3.3355  0.23
H 1.1353 -4.5231 -2.4489  0.31
H 1.0260 -5.3238 -4.0387  0.33
H 2.1139 -8.7644 -0.3715  0.30
H 2.0075 -9.5680 -1.9591  0.30
H 0.8616 -9.9820 -0.6718  0.22

---

Record 3
Density functional theory data (ωB97M-V with the def2-TZVPD basis set) for a cluster of 6 separate species, C40H76Cl2F3N2O5PSi in total at a distorted geometry.

Properties
Calculated total energy   -106293.742 eV
Max |F|   2.730 eV/A
Structure (SMILES)   CCP(CC)[C@@](C#N)(C[C@H](C)F)[C@@](C#N)([C@@H](Cl)[C@H](C)Cl)C(F)(F)CC[Si](C)(C)c1ccccc1.CC(C)O.CC(C)O.CC(C)O.CC(C)O.CC(C)O
Multiplicity   1
Kohn-Sham gap   8.64 eV

Each line ends with the Mulliken charge.
Positions of all 130 atoms, in Å:
C -0.2482 -2.9002 5.1648  -1.30
C -0.0672 -3.1687 3.6546  0.71
P 0.9771 -1.8269 2.9643  -0.37
C 2.6562 -1.7973 3.7065  -0.52
C 3.6870 -2.8632 3.3261  -1.22
C 1.0756 -1.7995 1.0830  2.28
C 2.2403 -0.9378 0.8915  -0.96
N 3.1390 -0.2701 0.6946  -0.54
C 1.4895 -3.1089 0.3431  -1.67
C 0.7936 -4.4111 0.7386  1.16
C 1.6506 -5.3670 1.5671  -1.67
F 0.5159 -5.0777 -0.4726  -0.36
C -0.1365 -1.0042 0.3930  2.65
C -0.0909 0.3671 0.9386  -1.49
N -0.0680 1.4568 1.2777  -0.65
C 0.0889 -0.9185 -1.1512  -1.87
Cl -0.7700 -2.2686 -1.9695  0.08
C -0.1715 0.4612 -1.8098  0.44
C -0.4699 0.3344 -3.3122  -1.66
Cl 1.3083 1.4319 -1.6794  -0.02
C -1.5474 -1.4760 0.8163  -0.04
F -1.6380 -2.8339 0.7373  -0.28
F -1.7280 -1.1989 2.1437  -0.15
C -2.7072 -0.8041 0.0817  0.13
C -3.9748 -1.6619 -0.0189  -0.99
Si -5.0561 -1.7186 1.5415  0.58
C -4.8364 -3.4206 2.3354  -1.17
C -4.6318 -0.3691 2.7772  -0.64
C -6.8829 -1.5302 1.0907  0.53
C -7.3486 -0.9400 -0.0846  -0.28
C -8.7155 -0.8154 -0.3056  -0.68
C -9.6282 -1.2657 0.6361  -0.44
C -9.1820 -1.8667 1.8075  -0.64
C -7.8118 -1.9924 2.0243  -0.43
H 0.1297 -3.7532 5.7235  0.41
H -1.2935 -2.7919 5.4304  0.32
H 0.3313 -2.0482 5.5037  0.28
H 0.4237 -4.1366 3.5659  -0.25
H -1.0206 -3.2564 3.1520  0.04
H 3.0467 -0.8084 3.4894  0.37
H 2.4927 -1.8159 4.7807  0.67
H 4.6489 -2.5769 3.7521  0.46
H 3.8412 -2.9456 2.2561  0.20
H 3.4286 -3.8139 3.7854  0.28
H 2.5465 -3.2424 0.5546  0.94
H 1.4356 -3.0330 -0.7385  0.62
H -0.1712 -4.2818 1.2137  -0.18
H 2.6221 -4.9556 1.8170  0.17
H 1.1275 -5.7112 2.4520  0.34
H 1.8290 -6.2558 0.9682  0.53
H 1.1272 -1.1286 -1.3743  1.14
H -1.0241 0.9757 -1.3858  0.36
H -0.3348 1.3267 -3.7344  0.52
H -1.4998 0.0486 -3.4972  0.31
H 0.2453 -0.3079 -3.8130  0.34
H -2.4438 -0.4640 -0.9129  0.13
H -2.9579 0.0864 0.6508  -0.41
H -4.5889 -1.1702 -0.7758  0.40
H -3.7893 -2.6514 -0.4258  0.24
H -4.8588 -3.3870 3.4216  0.35
H -5.5640 -4.1286 1.9486  0.40
H -3.8594 -3.7952 2.0288  0.24
H -4.2667 0.5494 2.3362  -0.07
H -3.9053 -0.7714 3.4807  0.26
H -5.5287 -0.1713 3.3606  0.47
H -6.6538 -0.5761 -0.8268  0.27
H -9.0631 -0.3490 -1.2170  0.38
H -10.6910 -1.1539 0.4791  0.37
H -9.8643 -2.2202 2.5649  0.41
H -7.4871 -2.4579 2.9466  0.31
C 5.7915 2.6596 -5.2065  -1.32
C 4.5068 2.9793 -4.4586  0.75
C 4.6790 2.8084 -2.9585  -1.18
O 3.4452 2.1458 -4.9304  -0.56
H 6.0842 1.6190 -5.0392  0.42
H 5.6507 2.7866 -6.2807  0.32
H 6.6079 3.3065 -4.8842  0.34
H 4.2052 4.0043 -4.6730  -0.07
H 4.9362 1.7729 -2.7176  0.40
H 3.7486 3.0406 -2.4385  0.17
H 5.4655 3.4591 -2.5735  0.38
H 3.6908 1.2325 -4.7488  0.35
C -3.8513 -6.2985 -3.0768  -1.02
C -2.3734 -6.6221 -3.2397  0.34
C -1.6786 -6.7361 -1.8920  -0.67
O -1.7374 -5.6248 -4.0384  -0.54
H -3.9764 -5.3382 -2.5677  0.08
H -4.3354 -6.2178 -4.0505  0.33
H -4.3642 -7.0659 -2.4950  0.37
H -2.2637 -7.5582 -3.7886  0.29
H -1.7389 -5.7892 -1.3486  -0.19
H -0.6214 -6.9650 -2.0229  0.29
H -2.1316 -7.5165 -1.2776  0.41
H -1.8197 -4.7862 -3.5727  0.33
C -3.1580 4.9512 0.9589  -1.20
C -4.0234 4.2116 1.9678  0.34
C -3.4859 4.3693 3.3817  -1.27
O -4.1021 2.8272 1.6256  -0.42
H -2.1407 4.5501 0.9637  0.29
H -3.5550 4.8265 -0.0492  0.31
H -3.1096 6.0173 1.1847  0.40
H -5.0455 4.5892 1.9203  0.29
H -2.4780 3.9518 3.4543  0.31
H -4.1151 3.8317 4.0918  0.31
H -3.4466 5.4191 3.6756  0.42
H -3.2059 2.4706 1.6595  0.12
C 5.2221 2.6859 3.5713  -1.15
C 6.3916 2.5127 2.6129  0.34
C 6.2828 3.4625 1.4289  -1.15
O 6.4563 1.1641 2.1564  -0.55
H 4.2792 2.4616 3.0648  0.23
H 5.3143 1.9984 4.4131  0.29
H 5.1720 3.7051 3.9579  0.39
H 7.3279 2.6952 3.1424  0.31
H 5.3699 3.2599 0.8621  0.24
H 7.1261 3.3254 0.7512  0.31
H 6.2629 4.5037 1.7551  0.39
H 5.6356 0.9798 1.6851  0.34
C 4.5422 7.5840 -3.4466  -1.24
C 5.7566 7.5075 -4.3598  0.36
C 5.6755 8.5340 -5.4794  -1.29
O 5.8787 6.1936 -4.9038  -0.47
H 3.6284 7.3730 -4.0091  0.32
H 4.6147 6.8417 -2.6509  0.28
H 4.4474 8.5718 -2.9937  0.41
H 6.6630 7.6742 -3.7769  0.26
H 4.7946 8.3512 -6.1009  0.33
H 6.5512 8.4652 -6.1252  0.31
H 5.6131 9.5486 -5.0836  0.40
H 5.0894 6.0174 -5.4273  0.33